Entry from the OMol25 dataset: a molecular structure, C47H39AsIN7O4RuSe at a distorted geometry (ωB97M-V/def2-TZVPD).

Geometry as XYZ:
```
101
C47H39AsIN7O4RuSe | the OMol25 dataset | ωB97M-V/def2-TZVPD
Ru -0.074 0.433 -0.102
C 6.426 -9.384 -7.554
O 5.920 -9.503 -6.232
C 5.304 -8.431 -5.692
C 4.805 -8.603 -4.399
C 4.158 -7.570 -3.764
C 3.988 -6.337 -4.401
C 4.492 -6.174 -5.682
C 5.149 -7.208 -6.337
C 3.287 -5.264 -3.690
N 2.851 -5.336 -2.452
C 2.273 -4.121 -2.203
C 2.358 -3.297 -3.299
N 3.011 -4.045 -4.253
C 1.854 -1.961 -3.321
C 1.915 -1.074 -4.403
C 1.369 0.176 -4.269
C 0.784 0.540 -3.056
N 0.732 -0.267 -2.007
C 1.251 -1.512 -2.133
C 1.175 -2.357 -0.975
N 0.617 -1.790 0.107
C 0.551 -2.495 1.223
C 1.013 -3.817 1.298
C 1.561 -4.412 0.192
C 1.668 -3.661 -0.987
H 6.854 -10.350 -7.799
H 7.202 -8.618 -7.611
H 5.626 -9.152 -8.261
H 4.937 -9.563 -3.919
H 3.768 -7.698 -2.763
H 4.392 -5.231 -6.208
H 5.529 -7.049 -7.334
H 3.243 -3.767 -5.189
H 2.390 -1.369 -5.330
H 1.377 0.888 -5.083
H 0.351 1.515 -2.933
H 0.145 -2.002 2.095
H 0.926 -4.346 2.236
H 1.913 -5.435 0.200
N -1.020 1.963 1.276
C -0.656 1.707 2.689
C 0.094 0.394 2.701
O -0.125 -0.496 3.494
O 0.979 0.379 1.727
H -0.900 2.938 1.041
H -1.976 1.687 1.077
H -1.507 1.684 3.366
H 0.045 2.478 3.003
N -2.890 -2.252 0.071
C -2.558 -1.566 1.158
O -2.032 -0.444 1.089
C -2.871 -2.124 2.524
I -2.593 -4.222 2.733
H -2.726 -1.820 -0.829
H -3.328 -3.156 0.131
H -3.917 -1.939 2.758
H -2.231 -1.627 3.246
Se -2.148 0.851 -1.420
C -2.273 1.503 -3.228
C -3.277 0.921 -3.995
C -3.505 1.390 -5.281
N -2.812 2.375 -5.849
C -1.855 2.927 -5.107
C -1.552 2.536 -3.812
H -3.881 0.116 -3.596
H -4.286 0.945 -5.888
H -1.300 3.738 -5.569
H -0.781 3.061 -3.272
C 1.635 5.497 -3.555
C 0.595 5.367 -2.645
C 0.609 4.328 -1.725
C 1.671 3.429 -1.701
C 2.715 3.562 -2.610
C 2.691 4.595 -3.538
As 1.683 2.069 -0.329
C 2.260 3.151 1.153
C 1.561 4.127 1.843
C 2.186 4.805 2.880
C 3.498 4.498 3.217
C 4.200 3.531 2.512
C 3.585 2.848 1.470
C 4.232 1.821 0.617
C 5.533 1.355 0.765
C 6.026 0.395 -0.104
C 5.235 -0.105 -1.131
C 3.933 0.350 -1.287
C 3.442 1.311 -0.417
H 1.625 6.305 -4.274
H -0.232 6.065 -2.659
H -0.217 4.220 -1.030
H 3.549 2.872 -2.590
H 3.505 4.701 -4.243
H 0.547 4.393 1.571
H 1.651 5.571 3.426
H 3.982 5.025 4.028
H 5.226 3.315 2.779
H 6.163 1.733 1.560
H 7.036 0.028 0.023
H 5.631 -0.853 -1.806
H 3.322 -0.039 -2.088
```

## Properties
- charge = +1
- E_LUMO (spin up / spin down) (eV) = -2.903 / -2.870
- HOMO level (spin up / spin down) (eV) = -10.0 / -10.0
- molecular weight (g mol⁻¹) = 1147.7
- 2S+1 = 2
- energy (a.u.) = -7528.4057
- maximum force (eV Å⁻¹) = 1.9